Record 1
Formula: C21H20N3O3ReS3
Source: the OMol25 dataset
Level of theory: ωB97M-V/def2-TZVPD

Properties
HOMO energy (spin up / spin down) (Ha): -0.135 / -0.158
Spin multiplicity: 4
HOMO-LUMO gap (spin up / spin down) (hartree): 0.217 / 0.227
Total charge: -1
Energy relative to the best compared isomer or geometry (same formula, charge and spin) (kcal per mole): 2.7
E_LUMO (spin up / spin down) (eV): 2.2 / 1.9

Last column: Löwdin charge in e.
Element x y z (Å)
S 1.90 1.35 -1.77  0.639
C -1.10 -2.04 -0.86  -0.283
H 5.17 -1.31 0.07  0.077
H -2.17 -3.91 -1.01  0.092
C -0.76 0.08 4.72  -0.072
C 3.48 0.05 0.02  -0.757
N -3.09 0.15 -0.67  0.013
C -2.94 0.88 -1.93  -0.187
C -0.94 -0.78 2.52  -0.298
C -1.47 -3.22 -2.92  -0.101
H -0.63 -2.28 -4.66  0.097
H 4.86 0.53 -2.65  0.077
H 0.31 -0.37 -3.43  0.069
H -3.57 0.71 0.02  0.081
C -0.57 0.26 3.37  0.002
C -1.32 -1.10 5.23  -0.097
H 4.63 -0.75 1.65  0.049
H 0.43 3.74 -1.31  0.093
H 4.49 2.22 -2.31  0.056
H 5.53 1.31 -1.21  0.058
C -1.63 -3.13 -1.55  -0.066
H -1.18 4.24 -0.80  0.110
C -0.25 -1.13 -2.89  -0.131
C 4.78 -0.45 0.62  -0.141
C -1.22 -1.87 0.58  -0.553
S -1.81 -3.05 1.71  1.107
N -0.98 2.15 -1.10  -0.144
H -2.41 0.25 -2.64  0.095
C 4.65 1.24 -1.84  -0.139
C -0.44 3.47 -0.70  -0.166
C -0.77 -2.21 -3.58  -0.095
H -3.89 1.18 -2.38  0.102
O 0.17 4.41 1.40  0.032
O -2.71 3.22 -2.17  -0.004
C -2.17 2.19 -1.75  -0.528
H -1.45 -1.21 6.30  0.096
H 5.55 0.33 0.60  0.061
H -2.10 -3.06 4.78  0.102
S 2.03 -0.50 0.85  0.621
H -3.62 -0.70 -0.80  0.073
C -0.40 -1.00 -1.50  -0.283
H -0.14 1.16 2.95  0.098
C -1.68 -2.14 4.39  -0.099
H -0.48 0.88 5.40  0.104
N -0.82 -0.77 1.14  -0.096
C -1.48 -1.96 3.03  -0.457
C 3.43 0.81 -1.07  -0.748
H -1.88 -4.06 -3.47  0.092
Re 0.20 0.60 -0.28  1.237
C 0.07 3.40 0.72  -0.620
O 0.40 2.19 1.12  -0.266

---

Record 2
Formula: C21H20N4O5
Source: the OMol25 dataset
Level of theory: ωB97M-V/def2-TZVPD

Properties
HOMO energy (Ha): -0.334
SMILES: CC/C(NNC(=O)c1ccccc1O)=C1\C(=O)NC(=O)N(Cc2ccccc2)C1=O
HOMO-LUMO gap (hartree): 0.342
Total charge: 0
Energy relative to the best compared isomer or geometry (same formula, charge and spin) (kcal per mole): 0.0
E_LUMO (eV): 0.2

Last column: Löwdin charge in e.
Element x y z (Å)
H 4.65 2.15 0.19  0.105
N -0.50 1.44 2.38  0.073
C -1.15 0.87 3.45  -0.480
C 2.00 -2.05 -1.44  -0.064
C 2.81 2.24 1.29  -0.047
H -2.67 1.13 -3.40  0.169
C -2.78 -0.13 1.86  -0.407
H 0.56 3.21 2.16  0.133
H -3.61 -2.92 -1.20  0.083
H -4.30 -0.68 -0.30  0.114
C 0.13 -2.20 -2.92  -0.034
N -2.27 0.15 3.12  0.210
H -1.96 -2.33 -1.37  0.056
C 3.96 1.62 0.83  -0.095
C 2.20 0.25 2.46  -0.021
H -2.78 -0.25 3.90  0.172
H 1.38 1.73 -1.60  0.110
C -3.43 -0.79 -0.96  -0.148
O -0.78 1.01 4.60  0.096
C -0.90 1.31 1.06  -0.323
O -3.78 -0.80 1.79  0.065
C 0.91 -0.04 -2.18  -0.254
C -2.40 0.22 -0.57  -0.129
H -3.74 -0.62 -1.99  0.112
C -2.03 0.46 0.76  0.006
N -1.80 0.90 -1.55  0.093
H 2.78 -2.52 -0.85  0.106
H 3.55 -1.40 2.28  0.105
H -0.56 -2.78 -3.51  0.125
H 2.60 3.26 1.00  0.116
C -1.13 -0.18 -3.64  -0.419
C -2.88 -2.21 -0.82  -0.046
C 1.93 1.56 2.11  -0.204
O -0.24 1.92 0.21  0.050
C 3.34 -0.38 2.00  -0.082
O -1.38 -0.37 -4.81  0.099
H -2.70 -2.44 0.23  0.075
C 0.69 2.24 2.64  -0.068
C 1.90 -0.67 -1.44  0.003
N -1.96 0.62 -2.89  0.090
H 0.75 2.36 3.72  0.134
H 2.60 -0.07 -0.87  0.094
H 1.52 -0.28 3.11  0.118
C 4.23 0.30 1.18  -0.108
C 1.13 -2.81 -2.19  -0.080
H 1.22 -3.89 -2.20  0.103
H -1.03 1.53 -1.27  0.117
O 0.82 1.31 -2.26  0.059
H 5.12 -0.18 0.82  0.104
C -0.01 -0.81 -2.89  -0.086